Record 1
Computed, not measured: the ion C6H9N4O5 with charge +1 at a distorted geometry, with wB97M-V/def2-TZVPD.

E_LUMO (spin up / spin down) = -4.1 / -4.1 eV
relative energy (zero: lowest compared OMol25 entry of this formula, charge and spin) = 7.670 eV
SMILES = C/[NH+]=C(\N)O/C([O-])=c1\c(=C\O)[nH]o[n+]1=O
orbital gap (spin up / spin down) = 7.075 / 7.076 eV
net charge = +1

```
24
C6H9N4O5 (wB97M-V/def2-TZVPD)
O -0.934 -0.014 -0.856
O -0.034 1.456 3.366
O 1.258 3.680 -0.019
O -1.159 -0.402 3.331
O -1.671 -1.239 1.015
N 0.482 2.406 2.500
N -0.072 -2.018 -0.736
N -0.604 -0.932 -2.806
N -0.694 0.478 2.685
C 0.950 -3.008 -1.201
C 0.134 1.983 1.213
C -1.211 -0.243 0.521
C -0.604 0.758 1.378
C -0.497 -1.105 -1.515
C 0.503 2.508 0.044
H -0.210 -1.949 0.284
H 0.838 4.170 -0.648
H 1.395 2.768 2.834
H -1.099 -0.035 -3.021
H 1.159 -2.755 -2.245
H 0.417 -4.048 -1.178
H -0.342 -1.610 -3.416
H 1.853 -2.804 -0.644
H 0.140 1.957 -0.886
```

Record 2
Computed, not measured: a structure of composition C2LiNaO4 at a distorted geometry, with wB97M-V/def2-TZVPD.

E_LUMO (spin up / spin down) = -0.5 / -0.5 eV
relative energy (zero: lowest compared OMol25 entry of this formula, charge and spin) = 2.784 eV
orbital gap (spin up / spin down) = 4.892 / 4.891 eV
net charge = 0

```
8
C2LiNaO4 (wB97M-V/def2-TZVPD)
Na 0.732 -3.225 -0.261
O -0.240 -1.505 -1.320
O -0.354 1.832 1.361
O -2.464 2.752 1.156
O 1.896 -1.438 -0.928
C 0.930 -1.164 -1.780
C -1.385 2.353 1.226
Li 0.885 0.394 0.547
```